1.
Here is 2 unconnected molecules or ions with the total composition C5H13NO2 at a distorted geometry from OMol25. Energies are from wB97M-V/def2-TZVPD.

Values from the calculation:
- energy relative to the best compared isomer or geometry (same formula, charge and spin) (kJ/mol) = 196.62
- structure (SMILES) = CCN(C)CC=O.O

Geometry as ORCA input:
```
! wB97M-V def2-TZVPD RIJCOSX def2/J DEFGRID3
* xyz 0 1
C -1.185 2.177 2.120
C -0.842 1.563 0.765
N 0.053 0.422 0.920
C 1.420 0.868 1.274
C 0.114 -0.318 -0.342
C 0.228 -1.805 -0.098
O 0.297 -2.628 -0.971
H -1.865 3.025 2.083
H -1.736 1.405 2.673
H -0.302 2.304 2.742
H -1.773 1.117 0.408
H -0.560 2.323 0.024
H 1.685 1.801 0.770
H 1.575 0.919 2.353
H 2.100 0.073 0.985
H 1.007 -0.043 -0.898
H -0.687 -0.043 -1.021
H 0.342 -1.966 0.996
O -0.084 -0.651 -3.203
H -0.458 -0.852 -4.070
H 0.142 -1.535 -2.871
*
```

Atomic partial charges in e from the Mulliken method, atoms 1 to 4: number 1, C, carries -1.263; number 2, C, carries -0.452; number 3, N, carries -0.004; number 4, C, carries -1.239



2.
Here is a molecular structure, C11H14Al at a distorted geometry from OMol25. Energies are from wB97M-V/def2-TZVPD.

Geometry as ORCA input:
```
! wB97M-V def2-TZVPD RIJCOSX def2/J DEFGRID3
* xyz -1 1
C 5.529 -1.497 0.708
C 4.981 -0.196 0.495
C 4.174 1.246 0.234
Al 2.313 0.729 -0.515
C 0.785 1.954 0.210
C -0.607 1.050 0.000
C -1.552 1.126 -1.342
C -2.862 0.118 -1.389
C -3.239 -0.936 -0.172
C -4.505 -1.980 -0.214
C -2.285 -0.972 1.195
C -0.983 0.023 1.251
H 5.551 -2.688 0.792
H 4.133 1.926 1.185
H 4.792 1.823 -0.596
H 2.276 0.544 -2.085
H 1.994 -0.723 0.114
H 0.879 2.147 1.378
H 0.728 2.984 -0.361
H -1.269 1.872 -2.204
H -3.603 0.101 -2.323
H -4.809 -2.315 -1.317
H -5.439 -1.621 0.393
H -4.121 -2.983 0.305
H -2.572 -1.736 2.039
H -0.289 0.006 2.217
*
```

Atomic partial charges in e from the Mulliken method, atoms 1 to 4: number 1, C, carries -0.399; number 2, C, carries -0.256; number 3, C, carries -0.452; number 4, Al, carries 0.136



3.
Here is a molecular structure, C4H7N3O at a distorted geometry from OMol25. Energies are from wB97M-V/def2-TZVPD.

Values from the calculation:
- energy relative to the best compared isomer or geometry (same formula, charge and spin) (kJ/mol) = 987.65

Geometry as ORCA input:
```
! wB97M-V def2-TZVPD RIJCOSX def2/J DEFGRID3
* xyz 0 1
C -1.291 -0.514 0.413
C -1.003 0.867 0.471
C 0.874 0.956 -0.612
C -0.014 -0.069 1.096
H -2.347 -0.592 -1.484
H 0.013 -1.113 -1.374
H -1.670 -1.164 1.252
H -1.777 1.287 0.979
H 1.433 0.794 -1.751
H 2.187 -1.612 0.554
H 0.071 -0.341 2.215
N -1.369 -1.309 -0.853
N -0.335 1.560 -0.586
N 1.312 0.174 0.454
O 1.680 -0.959 -0.214
*
```

Atomic partial charges in e from the Mulliken method, atoms 1 to 4: number 1, C, carries -0.143; number 2, C, carries -0.355; number 3, C, carries -0.133; number 4, C, carries -0.190



4.
Here is a molecular structure, C5H8BrN2O2 at a distorted geometry from OMol25. Energies are from wB97M-V/def2-TZVPD.

Values from the calculation:
- energy relative to the best compared isomer or geometry (same formula, charge and spin) (kJ/mol) = 0.00

Geometry as ORCA input:
```
! wB97M-V def2-TZVPD RIJCOSX def2/J DEFGRID3
* xyz 1 1
C 1.013 0.629 -0.447
C 1.550 -1.430 -2.122
C 0.001 0.234 -3.023
C -0.810 -0.672 0.411
C 0.706 0.731 1.884
N 0.670 -0.232 -2.040
N 0.251 0.243 0.506
O 1.957 1.298 -0.645
O 1.920 -2.035 -1.181
Br 2.154 -1.822 -3.950
H 0.073 -0.336 -3.953
H -0.435 1.189 -2.766
H -0.945 -0.834 -0.708
H -0.547 -1.673 0.733
H -1.702 -0.372 0.896
H -0.140 1.520 2.118
H 0.611 -0.145 2.517
H 1.642 1.152 1.615
*
```

Atomic partial charges in e from the Mulliken method, atoms 1 to 4: number 1, C, carries 0.837; number 2, C, carries 0.412; number 3, C, carries -0.072; number 4, C, carries -0.873



5.
Here is a molecular structure, C18H30F2InN2O9 at a distorted geometry from OMol25. Energies are from wB97M-V/def2-TZVPD.

Geometry as ORCA input:
```
! wB97M-V def2-TZVPD RIJCOSX def2/J DEFGRID3
* xyz -1 1
C 3.727 2.938 1.453
C 2.706 2.176 1.897
C 1.342 2.384 1.372
In 0.872 0.803 -0.167
C -0.210 1.609 -1.947
C -1.549 2.294 -1.621
C -1.474 3.180 -0.387
C -2.732 4.014 -0.165
O -3.707 3.245 0.534
C -3.528 3.301 1.919
C -0.055 -1.034 0.700
C -0.920 -0.789 1.953
O -1.683 0.424 1.900
C -0.137 -0.879 3.282
N 0.008 0.359 4.017
N 2.848 0.189 -0.933
C 2.923 -1.018 -1.014
O 2.957 -2.227 -1.059
H 3.520 3.994 1.343
H 4.682 2.542 1.145
H 2.840 1.411 2.659
H 1.356 3.368 0.898
H 0.570 2.417 2.149
H -0.406 0.765 -2.610
H 0.420 2.317 -2.481
H -1.849 2.940 -2.455
H -2.326 1.539 -1.516
H -0.560 3.769 -0.393
H -1.397 2.509 0.469
H -2.475 4.868 0.468
H -3.148 4.344 -1.111
H -4.280 2.684 2.395
H -3.589 4.322 2.309
H -2.559 2.901 2.230
H 0.730 -1.757 0.908
H -0.715 -1.445 -0.061
H -1.656 -1.602 1.975
H -2.471 0.289 1.370
H -0.668 -1.566 3.939
H 0.844 -1.306 3.097
H 0.680 0.982 3.603
H -0.876 0.809 4.182
C 4.905 -4.393 -2.217
C 5.169 -4.806 -3.643
O 6.405 -4.173 -3.923
C 7.073 -4.067 -2.735
O 8.230 -3.832 -2.639
O 6.240 -4.280 -1.694
F 4.225 -4.331 -4.494
H 4.400 -3.429 -2.147
H 4.329 -5.129 -1.663
H 5.274 -5.883 -3.794
C -5.067 -2.037 -1.436
C -3.670 -2.309 -0.935
O -3.431 -1.212 -0.067
C -4.654 -0.834 0.415
O -4.812 -0.138 1.356
O -5.659 -1.371 -0.322
F -2.772 -2.280 -1.946
H -5.065 -1.373 -2.302
H -5.614 -2.944 -1.683
H -3.559 -3.242 -0.378
*
```

Atomic partial charges in e from the Mulliken method, atoms 1 to 4: number 1, C, carries -0.935; number 2, C, carries -0.101; number 3, C, carries -0.919; number 4, In, carries 1.130



6.
Here is a gas-phase ion, C9H18N4O2 (charge +2) at a distorted geometry from OMol25. Energies are from wB97M-V/def2-TZVPD.

Values from the calculation:
- energy relative to the best compared isomer or geometry (same formula, charge and spin) (kJ/mol) = 126.99
- structure (SMILES) = CO[C@H](C=C=[NH2+])[C@](N)([NH3+])/C=C/NC(C)=O

Geometry as ORCA input:
```
! wB97M-V def2-TZVPD RIJCOSX def2/J DEFGRID3
* xyz 2 1
C 2.730 -1.455 -2.762
O 2.288 -0.281 -2.048
C 1.180 -0.295 -1.100
C 0.061 -1.181 -1.701
C -1.174 -1.025 -1.292
N -2.295 -1.245 -0.779
C 0.725 1.129 -0.840
N -0.130 1.590 -1.873
N 2.024 1.954 -0.623
C -0.108 1.375 0.488
C -0.526 0.370 1.246
N -1.289 0.610 2.376
C -1.971 -0.532 2.772
C -2.229 -0.607 4.234
O -2.239 -1.343 1.930
H 2.101 -1.649 -3.570
H 2.981 -2.285 -2.035
H 3.585 -1.122 -3.221
H 1.510 -0.686 -0.126
H 0.256 -1.903 -2.478
H -2.315 -1.633 0.190
H -3.087 -0.933 -1.208
H -0.730 2.402 -1.675
H 0.260 1.380 -2.764
H 2.403 1.756 0.362
H 1.745 3.012 -0.528
H 2.817 1.607 -1.230
H -0.206 2.396 0.692
H -0.363 -0.695 1.095
H -1.238 1.468 2.922
H -1.590 -1.433 4.515
H -3.289 -1.050 4.378
H -1.889 0.302 4.653
*
```

Atomic partial charges in e from the Mulliken method, atoms 1 to 4: number 1, C, carries -0.964; number 2, O, carries -0.448; number 3, C, carries -0.121; number 4, C, carries -0.046



So what do the calculations give for E_LUMO? Going down the list: 0.90, 3.13, 0.01, -5.38, 2.17, -7.24 eV.
So what do the calculations give for HOMO? Going down the list: -0.335, -0.164, -0.327, -0.544, -0.159, -0.593 Eh.
So what do the calculations give for energy? Going down the list: -403.50172, -669.53769, -395.77224, -3028.99912, -1880.40011, -722.53394 hartree.